Entry 1:
23
Properties=species:S:1:pos:R:3:forces:R:3:lowdin_charge:R:1 method="wB97M-V/def2-TZVPD" total_energy_ev=-9557.607 smiles=Cc1ccccc1.CC molar_mass_da=122.2 fmax_ev_per_a=4.35 orbital_gap_ev=9.90 e_above_lowest_kj_mol=248.4 charge=0 homo_ev=-8.892
C 1.637953 -1.300100 1.398761 -1.260 2.629 0.638 -0.03
C 0.169781 -2.223470 -0.264824 -1.062 2.717 -3.161 -0.06
C 0.592083 -1.114049 0.356009 1.419 2.394 0.670 -0.28
C -0.226141 -2.086993 -1.614620 0.940 -3.737 -0.526 -0.09
C -0.318718 -0.826671 -2.107085 -2.284 0.829 -3.073 -0.12
C 0.400474 0.201243 -0.127136 -0.425 -2.129 0.905 -0.08
C -0.247570 0.335151 -1.295392 0.722 0.080 -2.024 -0.09
H 0.485590 -3.034431 0.209655 0.664 -4.109 1.260 0.06
H -0.173552 -3.122242 -2.299541 -0.588 3.188 1.716 0.17
H 1.732468 -2.304137 1.497785 0.768 -3.007 0.917 0.04
H 1.310507 -0.835568 2.331340 0.346 -0.094 0.219 0.09
H -0.603199 -0.741312 -3.227685 0.507 0.136 2.042 0.13
H 0.801852 0.989983 0.440102 0.239 0.868 0.389 0.07
H -0.393583 1.333810 -1.705387 -0.177 -0.325 -0.181 0.11
H 2.572660 -0.866055 1.086685 0.368 0.192 -0.096 0.09
C -0.403948 2.767249 1.748085 2.234 -3.000 0.700 -0.20
C -1.596806 2.895694 0.903145 2.105 -0.079 -3.195 -0.18
H 0.483376 2.745706 1.052040 -0.546 1.052 0.988 0.07
H -0.344329 3.473630 2.585088 0.347 -0.301 -0.281 0.07
H -0.271960 1.628709 2.091732 -0.721 2.482 0.110 0.10
H -2.490626 2.960659 1.343070 -3.446 -0.526 2.318 0.02
H -1.550370 2.003962 0.216524 -0.598 1.314 0.205 0.07
H -1.601483 3.878961 0.396935 0.447 -0.571 -0.541 0.08



Entry 2:
23
Properties=species:S:1:pos:R:3:forces:R:3:lowdin_charge:R:1 method="wB97M-V/def2-TZVPD" total_energy_ev=-9558.202 smiles=Cc1ccccc1.CC molar_mass_da=122.2 fmax_ev_per_a=3.62 orbital_gap_ev=9.84 e_above_lowest_kj_mol=191.0 charge=0 homo_ev=-8.834
C 0.412241 2.571835 -0.168942 -1.016 -0.315 -0.128 -0.17
C -0.590368 2.958663 -1.331335 1.761 2.551 0.128 -0.14
H 1.089107 1.723739 -0.420020 -1.074 0.189 0.328 0.08
H 1.110782 3.308997 0.092359 0.939 1.781 -0.386 0.03
H -0.103248 2.472285 0.817024 0.538 -0.243 -1.206 0.05
H -0.297675 2.485174 -2.266777 0.428 0.343 -0.147 0.05
H -0.619757 4.155422 -1.471849 0.083 -2.799 0.174 0.11
H -1.600584 2.641205 -1.247091 -0.920 -0.305 0.845 0.02
C -0.301430 -2.140142 -1.842409 2.265 2.795 0.385 -0.04
C 1.092393 -1.177633 1.648038 -0.041 -0.666 1.808 -0.09
C 0.268212 -0.083400 1.825685 0.727 1.454 1.406 -0.13
C 0.854772 -1.946320 0.512622 -1.178 1.606 -0.344 -0.06
C -0.021769 -1.449622 -0.452076 -0.994 -0.314 -1.761 -0.24
C -0.703510 0.345304 0.921346 -1.406 1.491 2.211 -0.18
C -0.827262 -0.305749 -0.248295 -0.355 -1.065 -2.069 -0.10
H 1.741509 -1.481183 2.572303 -1.027 0.404 -2.233 0.14
H 0.487857 0.542945 2.716029 -0.513 -0.471 -0.536 0.11
H 1.137794 -2.935339 0.397900 1.307 -1.641 -0.248 0.08
H -1.388130 1.233164 1.208699 1.202 -1.857 -0.557 0.14
H 0.556592 -2.750447 -2.186136 -0.354 0.626 -0.016 0.08
H -0.559170 -1.255704 -2.548560 0.604 -1.859 0.814 0.10
H -1.546803 -0.001835 -1.082310 1.038 -0.365 1.426 0.14
H -1.107947 -2.776037 -1.769372 -2.015 -1.340 0.107 0.03



Entry 3:
23
Properties=species:S:1:pos:R:3:forces:R:3:lowdin_charge:R:1 method="wB97M-V/def2-TZVPD" total_energy_ev=-9557.036 smiles=Cc1ccccc1.CC molar_mass_da=122.2 fmax_ev_per_a=6.13 orbital_gap_ev=9.59 e_above_lowest_kj_mol=303.5 charge=0 homo_ev=-8.697
C -1.512096 1.173837 3.100187 -3.214 2.215 3.688 -0.18
C -0.537818 2.112531 2.437758 -1.337 -0.753 -1.605 -0.17
H -1.212689 0.895049 4.201182 -0.313 0.239 -2.259 0.10
H -2.548890 1.692572 3.296297 1.720 -0.596 -0.298 0.09
H -1.869312 0.336162 2.571260 0.439 -1.279 -0.795 0.03
H -0.484413 1.916123 1.365219 0.524 -0.343 0.108 0.06
H 0.308165 1.910217 2.966486 3.184 -0.441 0.504 0.03
H -0.627217 3.170588 2.466134 -0.995 0.945 0.639 0.06
C -1.565552 -1.352314 -1.601055 -0.822 -1.866 -0.617 -0.08
C 1.543281 0.583694 -1.830144 3.157 1.528 2.211 -0.07
C 0.246228 0.245317 -1.562449 0.453 -0.697 -1.013 -0.10
C 2.568962 -0.383768 -1.543529 -1.492 0.918 -2.250 -0.10
C -0.033691 -1.111513 -1.569092 -1.250 0.022 3.173 -0.27
C 2.271150 -1.699735 -1.400308 0.892 -2.985 2.132 -0.12
C 0.976176 -2.054783 -1.170767 -2.828 4.154 -3.519 -0.04
H 1.929518 1.654405 -1.892270 -0.886 -1.413 0.090 0.12
H -0.563110 0.865354 -1.222457 -0.101 0.870 -0.930 0.10
H 3.587003 -0.168546 -1.531513 1.521 0.972 -0.359 0.08
H 2.986570 -2.565984 -1.228068 -0.259 1.738 -0.105 0.13
H -2.300899 -0.615209 -1.064638 1.832 -0.981 -1.124 0.10
H -1.894493 -2.403067 -1.232629 0.721 1.585 -0.591 0.09
H 0.468867 -2.837016 -0.809604 -0.492 -3.980 1.073 0.06
H -1.735741 -1.363912 -2.745998 -0.455 0.146 1.846 0.10



Entry 4:
23
Properties=species:S:1:pos:R:3:forces:R:3:lowdin_charge:R:1 method="wB97M-V/def2-TZVPD" total_energy_ev=-9558.279 smiles=Cc1ccccc1.CC molar_mass_da=122.2 fmax_ev_per_a=4.74 orbital_gap_ev=9.71 e_above_lowest_kj_mol=183.5 charge=0 homo_ev=-8.677
C 0.785410 1.365034 1.143716 -1.551 -0.778 -0.149 -0.17
C 0.686536 2.726520 0.470344 -1.692 2.385 3.724 -0.19
H 0.802333 0.547482 0.390857 0.567 0.956 0.813 0.01
H 1.642916 1.298422 1.842468 -0.803 -0.256 -0.240 0.07
H -0.262508 1.178974 1.589210 1.987 0.088 0.228 0.10
H -0.386036 3.077215 0.658591 1.237 -0.281 -0.713 0.08
H 1.248134 3.578504 1.021098 -0.409 -1.554 -1.081 0.09
H 0.849398 2.756207 -0.547599 0.676 0.085 -2.124 0.01
C -1.340277 0.399334 -1.671545 0.592 -0.469 -0.275 -0.04
C -1.486053 -1.513114 -0.122195 -0.024 1.272 -0.787 -0.07
C -0.697289 -0.808928 -1.035248 -0.292 -0.365 1.277 -0.28
C -0.849980 -2.224181 0.865419 0.574 -1.199 0.640 -0.12
C 0.544830 -2.291212 0.922348 1.767 -2.482 0.962 -0.09
C 0.705324 -1.038922 -1.037977 -0.080 1.817 -2.628 -0.13
C 1.406971 -1.663680 -0.063655 -2.169 -1.580 1.669 -0.10
H -2.577718 -1.360776 -0.198465 0.668 -0.244 0.434 0.12
H -1.432925 -2.794290 1.606187 0.376 0.305 -0.406 0.11
H -1.399879 0.244310 -2.722086 -0.380 0.039 -1.151 0.06
H -0.634071 1.215880 -1.554340 -0.287 0.394 0.208 0.06
H 0.943602 -3.168445 1.656140 -0.574 2.733 -1.506 0.14
H 1.304649 -0.587766 -1.879538 -0.730 -0.071 0.963 0.13
H 2.487248 -1.575650 -0.065788 -0.131 -0.643 0.252 0.11
H -2.340606 0.639077 -1.267948 0.678 -0.153 -0.110 0.09



Entry 5:
23
Properties=species:S:1:pos:R:3:forces:R:3:lowdin_charge:R:1 method="wB97M-V/def2-TZVPD" total_energy_ev=-9559.506 smiles=Cc1ccccc1.CC molar_mass_da=122.2 fmax_ev_per_a=1.58 orbital_gap_ev=9.95 e_above_lowest_kj_mol=65.2 charge=0 homo_ev=-8.965
C -2.443394 2.230679 -0.034428 -0.745 -0.327 -0.027 -0.06
C -1.043367 -0.918675 -1.486463 0.016 -0.010 -1.250 -0.10
C -1.674216 0.309872 -1.419140 -1.049 -0.212 1.166 -0.06
C -0.976635 -1.771934 -0.398633 -0.405 0.045 0.185 -0.10
C -2.128841 0.755963 -0.164333 1.177 0.304 -0.622 -0.28
C -1.596167 -1.402325 0.789762 1.003 -0.271 -0.253 -0.09
C -2.041634 -0.101574 0.925063 -1.099 0.479 -0.097 -0.06
H -0.644487 -1.221189 -2.453667 -0.040 -0.154 0.198 0.10
H -2.044576 0.880282 -2.266077 0.903 0.018 -0.274 0.11
H -0.530584 -2.752306 -0.487132 0.072 0.002 -0.078 0.10
H -1.581783 -2.135203 1.584987 -0.221 0.264 0.285 0.10
H -2.374852 2.554591 0.993753 0.139 0.093 0.327 0.07
H -3.464220 2.471384 -0.352912 0.104 -0.047 -0.120 0.08
H -2.506515 0.276907 1.821741 0.229 -0.195 0.505 0.11
H -1.749033 2.814248 -0.637391 -0.051 0.013 0.060 0.08
C 3.298918 0.526036 0.345815 -0.418 -0.747 1.234 -0.16
C 3.477980 -1.008624 0.491021 -0.084 0.483 0.020 -0.16
H 4.079096 1.100977 0.835867 0.424 0.092 -0.537 0.06
H 3.040912 0.835900 -0.661067 0.429 0.174 -0.065 0.06
H 2.443979 0.746898 0.980881 -0.389 0.295 -0.236 0.05
H 3.033625 -1.462361 -0.382445 -0.106 -0.462 -0.128 0.05
H 2.931277 -1.342604 1.373935 0.014 -0.139 -0.097 0.06
H 4.494511 -1.386949 0.600856 0.098 0.300 -0.198 0.06



Entry 6:
23
Properties=species:S:1:pos:R:3:forces:R:3:lowdin_charge:R:1 method="wB97M-V/def2-TZVPD" total_energy_ev=-9559.468 smiles=Cc1ccccc1.CC molar_mass_da=122.2 fmax_ev_per_a=3.08 orbital_gap_ev=10.05 e_above_lowest_kj_mol=68.9 charge=0 homo_ev=-9.012
C 2.632993 -0.270823 -1.772649 -1.292 -0.060 -0.923 -0.15
C 1.098048 -0.320523 -2.012129 -0.254 0.492 0.344 -0.17
H 3.120668 0.301854 -2.559521 0.125 -0.149 -0.120 0.05
H 2.892927 0.231941 -0.840279 -0.107 -0.448 0.141 0.06
H 2.920845 -1.320629 -1.826366 0.746 0.241 0.275 0.06
H 0.731293 -0.506891 -3.027671 0.708 -0.087 -0.085 0.06
H 0.587737 0.600598 -1.723543 0.120 0.064 0.175 0.06
H 0.659005 -1.113802 -1.413059 -0.080 -0.046 0.181 0.03
C 0.759327 -1.094484 1.723541 -1.083 0.651 -1.628 -0.04
C -1.544498 -0.869348 0.628759 0.228 -0.283 0.867 -0.07
C -0.505200 -0.314524 1.333126 1.023 1.583 -0.217 -0.28
C -2.579110 -0.047684 0.201544 -1.184 -0.917 -1.578 -0.11
C -2.486260 1.300430 0.246439 0.329 2.563 1.685 -0.11
C -0.487816 1.103502 1.490191 0.998 -0.646 1.007 -0.07
C -1.450884 1.931314 0.993567 -1.358 -0.961 -1.079 -0.08
H -1.488550 -1.942220 0.516389 -0.583 -0.162 -0.292 0.11
H -3.495030 -0.406041 -0.286677 0.588 -0.436 0.182 0.11
H 0.515867 -1.926878 2.381849 0.489 0.198 0.253 0.08
H 1.513223 -0.358247 2.016608 -0.062 -0.583 0.635 0.07
H -3.269122 1.998936 -0.062169 -0.033 -0.712 -0.295 0.10
H 0.334783 1.504065 2.081366 -0.104 0.088 -0.096 0.10
H -1.566579 2.996977 1.162802 0.628 -0.103 0.035 0.10
H 1.106330 -1.477526 0.747871 0.158 -0.288 0.536 0.06